DFT (ωB97M-V/def2-TZVPD) results for a molecular structure, C8H15N3OS at a distorted geometry.

Calculated values
Max |F| in eV/A: 5.399
ΔE to the lowest compared entry with this formula, charge and spin in eV: 4.4862

Each line ends with the Löwdin charge.
Geometry (Å):
C1 2.47 1.93 -0.35  -0.33
C2 1.23 0.07 0.06  -0.49
C3 1.27 -0.10 1.40  0.09
C4 -3.98 0.47 -0.45  -0.14
C5 0.60 -0.98 -0.79  -0.17
C6 -2.82 0.52 0.56  -0.27
C7 -0.98 -0.81 -0.93  -0.15
C8 -1.88 -0.72 0.46  -0.17
N1 3.63 1.36 -0.11  -0.13
N2 1.33 1.36 -0.50  0.10
N3 4.46 -0.81 1.05  -0.16
O1 3.45 -0.99 -1.11  -0.24
S1 3.61 -0.19 0.00  0.70
H1 2.59 2.90 -0.75  0.11
H2 1.41 0.59 2.07  0.04
H3 1.09 -1.06 1.76  0.08
H4 -4.78 -0.34 -0.33  0.08
H5 -3.59 0.15 -1.44  0.06
H6 -4.54 1.45 -0.46  0.08
H7 1.02 -0.76 -1.79  0.11
H8 0.96 -2.08 -0.44  0.17
H9 -3.18 0.73 1.59  0.11
H10 -2.23 1.37 0.25  0.09
H11 -1.16 0.08 -1.54  0.09
H12 -1.40 -1.67 -1.54  0.11
H13 -1.12 -0.74 1.31  0.09
H14 -2.40 -1.70 0.53  0.10
H15 4.94 -0.04 1.49  0.03